# 1
{"formula": "C24H15AsClF3N2O7RuS2", "method": "ωB97M-V/def2-TZVPD", "species": ["H", "C", "C", "H", "H", "O", "C", "C", "S", "C", "O", "O", "O", "H", "C", "H", "N", "C", "Ru", "F", "C", "C", "Cl", "C", "H", "H", "C", "C", "C", "C", "As", "S", "F", "H", "N", "H", "C", "C", "C", "C", "H", "H", "C", "C", "H", "F", "H", "H", "C", "C", "C", "H", "C", "O", "O", "O"], "positions_angstrom": [[-0.0664, -0.7402, 2.5095], [0.8908, -1.0418, 2.1095], [3.1429, -1.7647, 2.2175], [4.0391, -2.0095, 2.7749], [-0.1344, 4.3984, 5.4373], [-3.0528, 0.4200, 1.4570], [-1.5839, 0.9353, 4.4631], [-1.0283, 1.1434, 5.7192], [-2.3231, -0.7581, 4.1613], [3.1501, -1.9580, 0.8211], [0.3306, 1.4953, -3.5250], [-3.7778, -0.3883, 3.9993], [-3.3838, 3.2539, 1.5803], [-1.1391, 4.0528, 3.2076], [1.9925, -1.6977, -1.3783], [-3.6712, 0.1767, 2.1887], [0.8950, -1.2283, 0.7898], [1.9942, -1.6035, 0.0672], [-0.5360, 0.7030, -0.8347], [1.3613, 1.0752, -0.4521], [-0.5354, 3.4279, 5.1685], [0.8973, -1.4161, -3.4095], [-2.2526, -2.1017, -7.4011], [-1.5177, -1.0416, -6.2089], [5.1446, -2.7781, 0.7586], [-1.0355, 0.3023, 6.4029], [-1.2489, 1.1147, -5.2552], [3.1214, -2.3460, -1.9409], [-1.0893, 3.2317, 3.9135], [-0.3345, 2.0327, -2.4139], [-2.3671, 1.9925, 1.7574], [-3.1271, -0.8399, -2.4843], [-1.5387, 2.5703, -2.8423], [1.9927, -1.1321, 3.9259], [1.0281, -1.1156, -2.1355], [-0.3825, -2.6222, -5.3396], [-0.6168, -1.5656, -5.3116], [-1.8641, 0.3008, -6.1957], [-0.5060, 2.3779, 6.0747], [2.0272, -1.2896, 2.8575], [5.0702, -3.1757, -1.6976], [1.3787, -2.3001, -3.8306], [-0.0202, -0.7638, -4.3180], [-1.6036, 1.9902, 3.5459], [-0.0800, 2.5230, 7.0619], [0.4110, 3.1074, -2.0800], [-1.4565, 2.1747, -5.2289], [3.1781, -2.4499, -3.0135], [4.2740, -2.5169, 0.1707], [4.2209, -2.7310, -1.1897], [-1.9746, -0.1587, -1.7520], [-2.5733, 0.6980, -6.9081], [-0.3477, 0.6085, -4.3316], [-0.2860, -1.0876, 0.1932], [-2.0409, -1.4288, 5.4633], [-1.0448, 1.9442, 0.6811]], "s_squared": 6.09, "e_above_lowest_ev": 5.094, "gap_ev": [4.4935, 5.4175], "total_charge": -2, "multiplicity": 5, "lumo_energy_ha": [0.14201, 0.10967]}

***

# 2
{"formula": "C3H8FNS", "method": "ωB97M-V/def2-TZVPD", "species": ["N", "F", "H", "H", "C", "H", "C", "H", "S", "C", "H", "H", "H", "H"], "positions_angstrom": [[-0.0482, 0.0104, 0.0785], [0.2913, -1.6691, -2.3833], [-0.7720, 1.9819, 0.0679], [0.6192, 1.7537, -0.9237], [-0.7669, -1.0261, -0.2999], [-0.9145, 1.0464, -1.4771], [0.8846, -0.2431, 1.1741], [-1.4090, -0.8200, -1.0135], [-0.5956, -2.6708, 0.2463], [-0.3754, 1.2520, -0.6583], [0.6355, -1.1066, 1.7897], [1.0273, 0.5375, 2.0161], [-0.2786, -3.0299, -1.0825], [1.9794, -0.3432, 0.7673]], "e_above_lowest_ev": 2.920, "gap_ev": 8.7637, "multiplicity": 1, "lumo_energy_ha": -0.00557}

***

# 3
{"formula": "C6H17F5Hf2NO3", "method": "ωB97M-V/def2-TZVPD", "species": ["H", "H", "Hf", "C", "H", "C", "H", "C", "F", "H", "C", "H", "O", "H", "H", "Hf", "F", "H", "H", "H", "H", "F", "O", "F", "H", "H", "H", "H", "F", "N", "C", "O", "H", "C"], "positions_angstrom": [[-12.7013, 26.4608, -30.2640], [-6.6308, 27.2123, -22.4376], [-9.0459, 23.6588, -29.5874], [-9.6300, 27.2698, -25.5310], [-7.9149, 28.6074, -25.5672], [-10.5084, 28.4857, -25.2066], [-10.4671, 28.6645, -24.1299], [-11.7415, 28.1091, -29.1182], [-12.0026, 25.3171, -26.8305], [-10.7520, 26.4171, -24.1312], [-6.7474, 27.7893, -23.3570], [-11.5528, 28.2941, -25.4604], [-8.0627, 27.4536, -23.7618], [-11.1090, 25.7146, -28.4949], [-9.9223, 26.9681, -26.5375], [-10.7267, 23.8319, -25.6105], [-9.7224, 21.9927, -26.8379], [-10.2483, 29.4061, -25.7269], [-12.7884, 27.1766, -27.6426], [-7.4729, 26.9085, -25.6257], [-5.9133, 27.3929, -23.9401], [-8.6434, 23.7187, -24.7572], [-10.8374, 25.8389, -29.4235], [-9.3571, 24.5937, -27.4526], [-6.8200, 28.8744, -23.2539], [-9.2318, 26.0416, -24.0206], [-11.4205, 27.0389, -30.9716], [-10.7775, 28.3443, -28.6472], [-11.1552, 23.1765, -28.8910], [-9.9910, 26.0543, -24.7091], [-8.1752, 27.6211, -25.1797], [-12.6202, 28.0454, -28.0263], [-11.9574, 28.9591, -29.7708], [-11.7305, 26.8466, -29.9399]], "gap_ev": 2.1133, "total_charge": 3, "multiplicity": 1, "lumo_energy_ha": -0.59305}